Below is a cluster of 5 separate species, C18H39N2O13 in total in a non-equilibrium geometry, with properties calculated with wB97M-V/def2-TZVPD.

Max |F| ... 1.80 eV Å⁻¹
Multiplicity ... 1
HOMO level ... -11.96 eV
Net charge ... +1

Last column: Löwdin charge in e.
Positions of all 72 atoms, in Å:
C: -3.47165 -0.85838 -0.24170  -0.0763
O: -4.01700 -0.20010 0.91078  -0.1711
C: -3.40610 -0.82078 2.01623  -0.1993
C: -4.06402 -0.36062 3.33346  -0.2122
C: -3.13330 0.38689 4.32310  -0.1551
N: -2.07941 -0.42607 4.93017  -0.0321
C: -2.34797 -1.87753 4.89686  -0.1707
C: -3.83828 -2.28380 4.94348  -0.0757
N: -4.74719 -1.45057 4.08735  0.0916
H: -2.40081 -1.05948 -0.09106  0.0943
H: -3.97199 -1.83168 -0.36193  0.0971
H: -3.62259 -0.26024 -1.14079  0.0980
H: -2.32613 -0.61880 2.05090  0.1386
H: -3.58212 -1.91136 1.90868  0.1353
H: -4.85024 0.35775 3.05318  0.1660
H: -2.73950 1.26197 3.79354  0.1418
H: -3.78671 0.80758 5.11013  0.1267
H: -1.26008 -0.26091 4.36278  0.1104
H: -1.88382 -2.31473 5.79146  0.1261
H: -1.81875 -2.34157 4.04891  0.1227
H: -3.88484 -3.30849 4.55268  0.1363
H: -4.22093 -2.35956 5.96505  0.1384
H: -5.33431 -2.01779 3.47778  0.1872
H: -5.40241 -0.98650 4.71603  0.1820
C: 1.49579 3.66026 0.08762  -0.0342
O: 0.33010 3.69075 -0.73959  -0.0159
C: -0.81564 3.59479 -0.07297  -0.6285
O: -0.93617 3.48393 1.11638  0.1200
O: -1.80957 3.63043 -0.95906  0.0086
C: -3.10376 3.53190 -0.36962  -0.0376
H: 2.35740 3.74476 -0.57015  0.0998
H: 1.49875 4.50059 0.77984  0.1016
H: 1.55878 2.71757 0.63068  0.0990
H: -3.28793 4.36881 0.30264  0.1013
H: -3.21326 2.58559 0.16128  0.0804
H: -3.83326 3.56560 -1.17484  0.0974
C: 0.83991 1.46491 -2.84032  -0.0371
O: 1.75472 1.38092 -3.92978  0.0076
C: 2.64784 0.39930 -3.81476  -0.6277
O: 2.72703 -0.37701 -2.90377  0.1266
O: 3.43392 0.43521 -4.88673  0.0060
C: 4.45040 -0.56724 -4.89830  -0.0356
H: 0.16719 2.29388 -3.04065  0.0945
H: 0.25327 0.54902 -2.75961  0.0987
H: 1.36935 1.66259 -1.91149  0.0826
H: 4.00918 -1.56307 -4.89887  0.0980
H: 5.11933 -0.44681 -4.04731  0.0994
H: 5.01983 -0.43466 -5.81451  0.0953
C: -0.10152 -6.31547 0.93311  -0.0358
O: -0.50571 -5.68688 2.15271  -0.0085
C: -0.31771 -6.44193 3.23560  -0.6340
O: 0.13790 -7.54603 3.25383  0.1479
O: -0.72904 -5.74613 4.29851  -0.0176
C: -0.58350 -6.44180 5.53927  -0.0386
H: -0.29991 -5.61211 0.12822  0.0921
H: 0.96384 -6.53873 0.95014  0.1021
H: -0.67777 -7.22275 0.75830  0.1006
H: 0.46316 -6.67111 5.73174  0.1026
H: -1.17999 -7.35289 5.54258  0.1008
H: -0.94725 -5.78095 6.32291  0.0875
C: 7.63406 4.56276 -5.55764  -0.0421
O: 6.47998 4.60413 -6.39515  0.0079
C: 5.32771 4.51834 -5.73371  -0.6306
O: 5.20291 4.41353 -4.54521  0.1232
O: 4.33931 4.56924 -6.62334  0.0111
C: 3.03811 4.48704 -6.04443  -0.0357
H: 8.50303 4.64023 -6.20602  0.0940
H: 7.63683 5.40215 -4.86352  0.0981
H: 7.68270 3.61955 -5.01476  0.0964
H: 2.86360 5.32464 -5.36970  0.0984
H: 2.90889 3.54044 -5.51993  0.0851
H: 2.31735 4.53746 -6.85669  0.0951